Entry 1:
ORCA calculation (ωB97M-V/def2-TZVPD) on a structure of composition C12H29AsO3Sr at a distorted geometry.

```
46
Properties=species:S:1:pos:R:3:mulliken_charge:R:1
Sr 1.039 0.182 0.807 1.97
C 0.978 2.586 -1.990 -0.79
O 0.434 2.186 -0.720 -0.22
C -0.994 2.316 -0.694 -0.57
C -1.468 2.062 0.715 -0.66
O -1.072 0.728 1.051 -0.63
C -1.536 0.232 2.309 -0.50
C -1.104 -1.217 2.379 -0.54
O 0.335 -1.286 2.401 -0.48
C 0.873 -2.099 3.468 -1.05
H 0.680 3.608 -2.223 0.32
H 0.632 1.926 -2.788 0.37
H 2.061 2.536 -1.912 0.19
H -1.442 1.585 -1.376 0.40
H -1.294 3.319 -1.005 0.45
H -2.553 2.167 0.772 0.42
H -1.006 2.779 1.403 0.31
H -2.623 0.303 2.384 0.49
H -1.090 0.804 3.132 0.29
H -1.473 -1.740 1.492 0.28
H -1.533 -1.692 3.260 0.52
H 0.395 -3.078 3.481 0.41
H 0.726 -1.611 4.432 0.39
H 1.936 -2.227 3.280 0.29
C 3.898 0.860 3.890 -1.03
C 4.716 0.779 2.602 -0.66
As 3.676 1.404 1.059 0.10
C 3.283 3.297 1.480 -0.32
C 4.413 4.110 2.108 -1.14
C 5.016 1.294 -0.386 -0.62
C 6.143 2.320 -0.315 -1.19
H 4.434 0.411 4.724 0.41
H 2.942 0.333 3.785 0.08
H 3.688 1.897 4.153 0.27
H 5.018 -0.246 2.383 0.50
H 5.622 1.379 2.676 0.42
H 2.425 3.263 2.157 0.39
H 2.943 3.755 0.549 0.39
H 4.818 3.624 2.995 0.25
H 4.032 5.085 2.412 0.41
H 5.226 4.281 1.407 0.23
H 4.504 1.344 -1.347 0.40
H 5.406 0.279 -0.279 0.46
H 5.777 3.327 -0.506 0.30
H 6.890 2.089 -1.074 0.40
H 6.642 2.304 0.653 0.29
```

Summary:
- Gap between HOMO and LUMO: 8.834 eV
- Net charge: +2
- F_max: 3.01 eV/Å
- LUMO: -6.329 eV
- E_tot: -80716.7526 eV


Entry 2:
ORCA calculation (ωB97M-V/def2-TZVPD) on a cluster of 2 separate species, C10H15N2 in total at a distorted geometry.

```
27
Properties=species:S:1:pos:R:3:mulliken_charge:R:1
C -2.201 -0.537 -1.421 -0.98
C 1.478 -0.486 -0.973 -0.13
C 0.136 0.162 -0.802 0.76
C -0.752 -1.015 -1.124 0.71
C -0.028 -2.154 -1.069 -0.92
C 2.580 0.364 -0.901 -0.61
C 2.329 1.757 -0.938 -0.53
C 1.042 2.366 -0.870 -0.58
C -0.084 1.540 -0.884 -0.74
N 1.422 -1.860 -0.998 -0.05
H 3.723 0.078 -0.804 0.15
H 3.092 2.527 -1.226 0.23
H 2.226 -2.465 -0.966 0.17
H 0.926 3.423 -0.749 0.41
H -0.245 -3.161 -1.476 0.30
H -1.058 2.045 -0.953 0.23
H -2.718 -0.977 -2.280 0.40
H -2.079 0.583 -1.746 0.19
H -2.995 -0.918 -0.612 0.19
C -1.200 0.320 3.073 -0.73
N -0.390 -0.586 2.205 -0.11
H 0.536 -0.558 2.243 0.34
H -0.763 -1.548 2.552 0.39
H -0.711 -0.437 1.185 -0.04
H -2.072 0.585 2.320 0.26
H -0.641 1.181 3.319 0.31
H -1.554 -0.231 3.896 0.36
```

Summary:
- Spin multiplicity: 2
- Gap between HOMO and LUMO (spin up / spin down): 2.481 / 6.243 eV
- Net charge: 0
- F_max: 7.52 eV/Å
- LUMO (spin up / spin down): -0.290 / -0.360 eV
- E_tot: -13587.1017 eV


Entry 3:
ORCA calculation (ωB97M-V/def2-TZVPD) on a structure of composition C22H54F12N2O26S4Tl at a distorted geometry.

```
121
Properties=species:S:1:pos:R:3:mulliken_charge:R:1
Tl -1.981 1.167 1.671 1.31
C -0.270 -3.075 0.707 0.76
F 0.704 -3.935 0.830 -0.16
F -0.970 -3.179 -0.415 -0.15
F -1.094 -3.207 1.721 0.05
S 0.461 -1.273 0.791 0.38
O -0.060 -0.789 2.074 -0.46
O 1.908 -1.235 0.691 -0.50
N -0.517 -0.306 -0.295 -0.02
S 0.090 -0.596 -1.790 0.82
O 1.011 -1.714 -1.913 -0.61
O -0.978 -0.645 -2.747 -0.67
C 1.051 1.006 -2.158 0.46
F 0.831 1.961 -1.316 -0.04
F 2.335 0.636 -2.053 -0.20
F 0.719 1.361 -3.410 -0.17
C -1.688 6.038 1.473 0.57
F -0.905 7.072 1.276 -0.17
F -1.681 5.587 2.731 -0.14
F -2.918 6.343 1.120 -0.19
S -0.968 4.591 0.378 0.23
O -0.444 5.331 -0.784 -0.38
O 0.059 3.901 1.162 -0.21
N -2.310 3.539 0.198 -0.10
S -3.239 3.999 -1.009 0.75
O -4.566 3.504 -0.662 -0.66
O -3.216 5.374 -1.484 -0.46
C -2.660 2.822 -2.462 0.69
F -2.907 1.577 -2.136 -0.17
F -3.290 3.158 -3.592 -0.22
F -1.360 3.039 -2.683 -0.17
C 1.633 -2.420 -5.805 -0.59
C 0.141 -2.129 -5.532 0.12
O -0.724 -3.182 -5.927 -0.52
O 2.498 -1.522 -5.168 -0.45
H 1.757 -2.361 -6.897 0.31
H 1.867 -3.453 -5.550 0.40
H -0.066 -1.146 -5.961 0.26
H 0.130 -2.191 -4.435 -0.02
H -1.582 -2.741 -5.873 0.35
H 2.173 -0.634 -5.362 0.30
C 2.006 -3.150 5.891 -0.78
C 1.034 -2.039 5.572 0.24
O 0.130 -2.522 4.577 -0.36
O 1.431 -4.266 6.561 -0.55
H 2.715 -2.772 6.641 0.34
H 2.659 -3.447 5.067 0.41
H 1.456 -1.073 5.290 -0.16
H 0.411 -1.845 6.454 0.31
H -0.417 -1.779 4.302 0.14
H 1.879 -5.049 6.235 0.35
C -3.038 -6.345 3.498 -0.69
C -3.181 -5.043 2.690 -0.22
O -2.777 -3.915 3.424 -0.49
O -3.559 -6.240 4.808 -0.48
H -1.961 -6.524 3.446 0.38
H -3.508 -7.138 2.912 0.36
H -4.260 -4.997 2.492 0.36
H -2.789 -5.267 1.692 0.05
H -2.074 -4.118 4.052 0.34
H -4.317 -5.648 4.769 0.32
C 4.173 -0.156 4.162 0.44
C 4.574 -1.006 2.997 -0.19
O 5.909 -0.874 2.549 -0.57
O 4.350 1.252 3.983 -0.55
H 4.795 -0.444 5.016 0.34
H 3.106 -0.261 4.347 -0.40
H 3.919 -0.802 2.144 0.21
H 4.454 -2.040 3.325 0.21
H 6.079 -0.014 2.155 0.34
H 5.272 1.467 3.813 0.30
C -1.087 -5.798 -1.903 0.13
C 0.394 -5.970 -2.115 -0.18
O 0.798 -7.099 -1.360 -0.57
O -1.837 -6.959 -2.300 -0.58
H -1.462 -4.881 -2.365 0.33
H -1.274 -5.723 -0.824 -0.20
H 0.824 -5.024 -1.778 0.14
H 0.460 -6.101 -3.199 0.32
H 1.745 -7.148 -1.215 0.31
H -2.707 -6.824 -1.915 0.32
C -0.127 5.968 -4.755 0.02
C 0.134 4.565 -5.314 0.06
O 1.320 4.629 -6.081 -0.58
O -0.953 6.795 -5.538 -0.54
H 0.823 6.475 -4.555 0.16
H -0.591 5.823 -3.765 0.06
H -0.727 4.213 -5.879 0.44
H 0.400 3.945 -4.453 -0.21
H 2.022 4.602 -5.406 0.56
H -1.216 7.587 -5.060 0.34
C -3.955 -0.848 -0.504 -0.30
C -4.237 -1.769 0.661 -0.42
O -3.268 -1.603 1.661 -0.26
O -4.227 0.488 -0.136 -0.25
H -4.671 -1.158 -1.273 0.48
H -2.935 -0.894 -0.878 -0.14
H -4.239 -2.800 0.284 0.30
H -5.276 -1.616 0.979 0.48
H -3.297 -2.252 2.381 0.08
H -5.131 0.602 0.181 0.24
C 1.085 1.718 3.640 0.28
C 0.348 2.948 4.179 -0.85
O -1.051 2.973 3.799 -0.42
O 0.880 1.581 2.278 0.08
H 0.742 0.850 4.210 -0.22
H 2.113 1.886 3.979 0.08
H 0.930 3.869 4.139 0.32
H 0.163 2.747 5.242 0.57
H -1.408 3.707 4.313 0.25
H 1.550 2.059 1.775 0.15
C 3.135 5.832 -2.001 -0.32
C 2.631 4.489 -2.533 0.12
O 2.981 4.220 -3.875 -0.54
O 4.516 5.975 -2.292 -0.58
H 3.075 5.847 -0.913 0.19
H 2.576 6.692 -2.381 0.27
H 1.539 4.564 -2.475 -0.17
H 3.002 3.735 -1.838 0.35
H 3.289 3.314 -3.964 0.28
H 4.756 5.553 -3.122 0.33
```

Summary:
- Gap between HOMO and LUMO: 1.802 eV
- Net charge: +1
- F_max: 4.97 eV/Å
- LUMO: -9.952 eV
- E_tot: -160526.2071 eV


Entry 4:
ORCA calculation (ωB97M-V/def2-TZVPD) on an isolated molecule of C16H26N2O2.

```
46
Properties=species:S:1:pos:R:3:mulliken_charge:R:1
C -4.611 -2.350 0.361 -0.95
O -4.115 -1.164 -0.202 -0.42
C -2.947 -0.656 0.289 1.02
C -2.198 -1.215 1.308 -0.60
C -1.015 -0.617 1.726 -1.14
C -0.567 0.546 1.134 -0.26
C 0.701 1.228 1.581 -1.17
N 1.451 1.781 0.463 0.45
C 2.093 3.036 0.788 -1.26
C 2.331 0.854 -0.239 -0.50
C 1.560 -0.322 -0.839 -0.12
C 2.511 -1.188 -1.677 -1.40
N 3.651 -1.690 -0.935 0.10
C 3.330 -2.770 -0.028 -0.87
C 4.376 -0.598 -0.318 -1.21
C 3.512 0.299 0.578 -0.12
C -1.324 1.121 0.115 -0.08
C -2.497 0.538 -0.320 1.01
O -3.291 1.025 -1.316 -0.46
C -2.885 2.201 -1.968 -0.87
H -3.914 -3.185 0.227 0.36
H -5.535 -2.566 -0.174 0.23
H -4.832 -2.231 1.428 0.37
H -2.520 -2.124 1.789 0.38
H -0.447 -1.077 2.522 0.37
H 1.297 0.536 2.195 0.20
H 0.417 2.062 2.232 0.54
H 2.815 2.967 1.617 0.43
H 2.616 3.409 -0.092 0.33
H 1.328 3.763 1.064 0.40
H 2.753 1.432 -1.074 0.36
H 1.118 -0.926 -0.048 0.14
H 0.748 0.048 -1.465 0.27
H 1.970 -2.039 -2.096 0.49
H 2.903 -0.592 -2.508 0.38
H 2.874 -3.579 -0.598 0.30
H 2.643 -2.494 0.785 0.28
H 4.254 -3.139 0.415 0.31
H 5.207 -1.016 0.256 0.46
H 4.796 0.009 -1.128 0.36
H 3.145 -0.282 1.426 0.18
H 4.125 1.115 0.965 0.38
H -0.949 2.027 -0.333 0.41
H -3.643 2.394 -2.726 0.24
H -2.840 3.051 -1.278 0.34
H -1.910 2.079 -2.453 0.34
```

Summary:
- Gap between HOMO and LUMO: 8.654 eV
- Net charge: 0
- F_max: 0.47 eV/Å
- LUMO: 0.825 eV
- E_tot: -24087.8564 eV
- SMILES string: COc1ccc(CN(C)C2CCN(C)CC2)cc1OC


Entry 5:
ORCA calculation (ωB97M-V/def2-TZVPD) on an isolated molecule of C15H21N3O at a distorted geometry.

```
40
Properties=species:S:1:pos:R:3:mulliken_charge:R:1
C -3.891 0.179 0.866 -1.48
C -2.989 -0.103 2.071 0.55
N -3.357 -1.459 2.565 -0.70
C -1.533 -0.091 1.639 -0.55
C -0.560 -0.062 2.808 -0.90
C 0.867 0.301 2.469 -0.52
C 1.598 -0.963 1.855 -1.09
N 1.302 -1.123 0.373 -0.34
C 1.820 -0.279 -0.621 -0.24
C 2.962 0.540 -0.493 -0.71
C 3.395 1.317 -1.540 0.71
O 4.527 2.039 -1.364 -0.55
C 2.729 1.350 -2.760 -0.82
C 1.600 0.572 -2.934 1.07
C 0.907 0.567 -4.155 -0.73
C -0.217 -0.226 -4.249 -0.31
C -0.662 -0.956 -3.159 -0.54
N 0.020 -0.970 -2.006 -0.51
C 1.127 -0.249 -1.858 0.77
H -3.633 -0.463 0.031 0.32
H -3.834 1.237 0.577 0.34
H -4.917 -0.027 1.124 0.44
H -3.142 0.660 2.839 0.33
H -2.630 -1.749 3.262 0.23
H -4.289 -1.454 2.967 0.26
H -1.365 0.768 1.027 0.30
H -1.338 -0.993 1.050 0.18
H -0.898 0.659 3.511 0.39
H -0.591 -1.041 3.311 0.28
H 0.868 1.152 1.752 0.33
H 1.380 0.658 3.320 0.45
H 1.319 -1.860 2.435 0.46
H 2.665 -0.864 1.995 0.37
H 0.462 -1.586 0.062 0.39
H 3.525 0.564 0.449 0.27
H 4.743 2.535 -2.172 0.28
H 3.148 1.978 -3.592 0.15
H 1.219 1.197 -4.991 0.36
H -0.774 -0.214 -5.178 0.37
H -1.563 -1.539 -3.287 0.40
```

Summary:
- Gap between HOMO and LUMO: 7.786 eV
- Net charge: 0
- F_max: 2.51 eV/Å
- LUMO: 0.472 eV
- E_tot: -22413.6279 eV
- SMILES string: C[C@@H](N)CCCCNc1cc(O)cc2cccnc12


Entry 6:
ORCA calculation (ωB97M-V/def2-TZVPD) on an isolated molecule of C22H25ClN2O3.

```
53
Properties=species:S:1:pos:R:3:mulliken_charge:R:1
O 1.076 2.011 -0.898 -0.69
C 1.074 1.197 -0.001 -0.11
N 2.086 1.081 0.894 -0.08
C 3.361 1.715 0.663 -0.77
C 4.420 0.669 0.270 -0.65
O 3.933 -0.255 -0.673 -0.48
C 3.703 0.139 -1.965 0.63
C 4.081 1.355 -2.517 -0.28
C 3.792 1.626 -3.844 -0.75
C 3.133 0.700 -4.630 -0.55
C 2.768 -0.520 -4.082 -0.49
C 3.051 -0.801 -2.762 -0.19
C -0.065 0.216 0.241 1.02
C 0.264 -1.126 -0.416 -0.76
C -0.843 -2.111 -0.080 -0.79
C -2.255 -1.579 -0.249 0.83
O -3.201 -2.347 -0.266 -0.69
N -2.421 -0.239 -0.330 0.17
C -3.770 0.286 -0.370 -1.09
C -4.175 0.920 0.976 -1.33
C -3.696 0.052 2.106 0.42
C -2.606 0.433 2.877 -0.12
C -2.099 -0.402 3.858 -0.73
C -2.690 -1.636 4.066 0.35
Cl -2.048 -2.695 5.276 -0.24
C -3.788 -2.030 3.318 -0.77
C -4.285 -1.184 2.345 -0.12
C -1.350 0.732 -0.394 -1.11
H 2.073 0.310 1.544 0.30
H 3.195 2.431 -0.145 0.37
H 3.692 2.247 1.560 0.38
H 4.673 0.055 1.140 0.40
H 5.333 1.167 -0.080 0.34
H 4.602 2.099 -1.934 0.34
H 4.086 2.578 -4.261 0.38
H 2.905 0.924 -5.661 0.40
H 2.257 -1.255 -4.687 0.39
H 2.780 -1.748 -2.322 0.46
H -0.213 0.069 1.316 0.17
H 0.335 -0.980 -1.496 0.30
H 1.226 -1.508 -0.067 0.33
H -0.763 -3.017 -0.683 0.40
H -0.771 -2.418 0.968 0.27
H -3.852 1.021 -1.175 0.40
H -4.422 -0.562 -0.587 0.50
H -5.262 1.016 0.999 0.46
H -3.745 1.919 1.069 0.44
H -2.142 1.396 2.715 0.39
H -1.250 -0.101 4.453 0.46
H -4.242 -2.993 3.490 0.42
H -5.129 -1.499 1.753 0.36
H -1.674 1.642 0.117 0.34
H -1.141 0.998 -1.439 0.36
```

Summary:
- Gap between HOMO and LUMO: 9.144 eV
- Net charge: 0
- F_max: 0.65 eV/Å
- LUMO: 0.493 eV
- E_tot: -44866.3126 eV
- SMILES string: O=C(NCCOc1ccccc1)[C@@H]1CCC(=O)N(CCc2ccc(Cl)cc2)C1